The following is a DFT calculation (ωB97M-V/def2-TZVPD) of a structure of composition C72H180CrCsLiN12O12PS2 at a distorted geometry.

```
! wB97M-V def2-TZVPD RIJCOSX def2/J DEFGRID3
* xyz -2 4
Cs 1.3974 -1.2696 -3.1199
Cr -2.3183 0.1398 -1.4563
S -0.1312 1.0112 -0.3380
S -4.7186 -0.8735 -0.7774
P -1.8919 0.4493 -4.0720
O -0.3754 0.6930 -4.2281
O -4.2751 0.2308 -1.6029
O 0.3766 1.7858 -1.4287
O -2.1425 -0.7421 -3.1161
O -1.5490 1.3097 -0.1022
O -5.2285 -1.9073 -1.6460
O -3.3215 -1.0715 -0.3893
O -2.1550 1.4540 -2.8483
O 0.6702 0.9682 0.8531
O -0.4453 -0.2531 -0.9350
O -5.6155 -0.4449 0.2419
O -2.9436 0.5924 -5.2018
N -3.7156 -1.3296 3.8677
N -0.4097 4.1249 -3.9813
N -3.4320 -6.1650 -1.4064
N -1.8307 4.4777 3.7933
N 3.0936 -0.5309 -5.8682
N 4.3343 3.1996 5.2986
N 3.8869 -1.8700 -0.9270
N 1.2280 -6.5882 1.6930
N 2.0370 -2.6588 5.9685
N 0.4231 -4.1144 -5.3162
N -6.5833 4.0020 -1.6787
N 2.2170 6.5307 0.5350
C 3.0905 8.2971 -0.9568
C 4.9362 4.3858 4.7615
C -0.9959 -2.4704 -6.6438
C -0.1458 -2.2565 7.1941
C -2.6077 4.6093 1.4108
C -1.6827 4.7858 -3.6680
C 3.6820 0.5992 -0.5390
C -3.3248 -5.0782 -0.4737
C -1.3860 -0.2975 3.7128
C 1.3448 5.3384 0.5503
C 3.6012 -3.1710 -0.3609
C -2.1330 3.7253 2.5079
C -4.4303 -7.7967 0.2490
C 3.7472 -7.0808 1.7248
C -6.6364 5.3391 -1.0524
C 6.0410 4.8606 5.7131
C -5.3267 6.0724 -1.1973
C -5.0029 0.8687 3.8492
C -4.6353 -7.0070 -1.0237
C 3.2043 -1.5667 -6.9202
C 2.3087 -7.6542 1.6985
C 4.4170 0.9629 -4.3948
C 1.3974 -2.3891 7.2731
C -1.2119 3.6104 4.8394
C 2.1784 4.0476 0.5443
C 2.0656 4.0554 -3.8542
C -1.7373 5.1512 -2.1724
C 2.0497 0.5128 -6.2392
C -2.9478 5.2580 4.2697
C 3.5261 2.5337 4.2417
C 2.0942 -3.5497 -0.4417
C 2.1716 6.8004 3.0469
C 0.2069 -4.6732 2.9894
C 0.3561 -4.8611 -4.0285
C 0.7707 4.8280 -3.5740
C 3.5071 3.4854 6.5071
C -0.3041 4.7473 -6.4431
C -5.6576 3.1334 -0.8957
C 0.2002 3.2443 4.3942
C -4.1901 4.4247 4.6181
C -4.4920 -0.3306 3.0694
C 3.9351 -2.8297 -6.4130
C 4.4572 0.0591 -5.6371
C -1.9930 -4.2537 -0.6722
C -7.8811 3.3874 -1.7310
C 3.4725 -2.9895 6.1953
C -0.8389 -3.3238 -5.4158
C 3.1873 2.2651 7.3673
C -3.6853 -5.6877 -2.7466
C -6.0095 2.8290 0.5639
C -8.7244 3.9527 -2.8537
C -0.1869 -5.7923 -7.0064
C 2.9165 6.8460 -0.7172
C -3.1611 -6.7517 -3.7431
C 5.3324 -1.8003 -1.3038
C 5.6531 -2.6497 -2.5152
C -3.3898 -2.5537 3.0873
C 4.4621 -1.8043 6.5930
C 1.2006 -5.9016 2.9901
C 0.8608 -4.8193 -6.5015
C -0.4345 3.5963 -5.3525
C -0.0887 -7.0730 1.2763
C 3.5760 -0.7954 0.0534
C 2.4722 -1.7554 3.6396
C -2.5406 -0.7712 4.6015
C 2.3894 1.4592 -7.3524
C 4.3663 1.7254 3.3233
C 1.6821 -5.5793 -3.7943
C -4.6022 -3.3638 2.6228
C 1.8709 -1.4893 5.0395
C 2.9781 6.7872 1.7722
C -0.0939 -7.7575 -0.1038
Li -0.3830 2.2575 -3.1447
H 4.0087 -6.5831 2.6586
H -7.3620 5.9022 -1.6394
H 5.1510 1.1711 3.8380
H 3.5936 -3.6962 7.0163
H 4.5211 -1.0813 5.7795
H -1.6697 0.5051 3.0320
H -2.8736 2.9407 2.6632
H 1.8927 -4.4635 0.1173
H -5.6709 1.4252 3.1918
H -0.4497 -7.7923 2.0114
H -5.3559 7.1544 -1.0695
H 3.8575 6.3047 -0.8157
H -1.3882 4.3488 -1.5224
H 1.9176 5.7760 3.3190
H -1.1391 6.0271 -1.9211
H -5.0565 5.0512 4.8299
H -1.6922 -1.6452 -6.4950
H -5.2365 -8.5303 0.2436
H -7.0489 2.5166 0.6645
H 4.4398 -7.8959 1.5149
H 4.2521 0.3608 -3.5013
H 4.1344 5.1228 4.7164
H 2.1899 -8.4149 2.4701
H 2.6982 3.8670 -0.3966
H 0.1101 -6.1462 -7.9937
H 0.7974 5.2081 -2.5528
H -3.7806 -7.6473 -3.6951
H 3.9893 -1.3471 7.4622
H 5.0173 -2.2795 -3.3195
H 1.4147 -2.8250 0.0068
H 3.8822 -3.1558 0.6922
H 2.8740 7.1503 3.8034
H -6.9830 5.3936 -0.0204
H 3.5817 7.6943 1.7396
H 2.8550 3.2067 3.7080
H 3.7394 0.9477 2.8870
H 4.9025 2.3654 2.6225
H 2.7149 2.5600 8.3043
H -4.6272 3.4882 -0.8719
H 2.8919 4.7659 -3.8342
H 3.4330 -3.3323 -5.5863
H 4.2553 -0.8962 0.8998
H -4.4754 -7.2933 1.2147
H 6.7058 -2.6169 -2.7960
H -5.3210 -0.9346 2.7006
H -4.7469 -5.4664 -2.8561
H 5.9654 -2.0381 -0.4489
H 5.2420 -0.6851 -5.5018
H -5.9277 3.7138 1.1952
H 0.2294 -4.0262 3.8663
H -1.7404 -3.9363 -5.4247
H 1.8636 -5.2313 -6.3878
H 5.4371 -2.1643 6.9215
H -2.7210 -3.1786 3.6791
H -3.4485 -5.5340 0.5087
H 2.2195 -8.2562 0.7942
H -2.7099 4.1367 0.4340
H 2.8517 0.9744 -8.2122
H 2.9095 3.9115 1.3412
H -3.1935 -4.7430 -2.9788
H -3.2279 -6.4027 -4.7735
H 6.5624 5.7023 5.2572
H 1.7929 -3.7179 -1.4757
H 2.5756 -0.9260 0.4661
H -3.5554 -8.4461 0.2183
H -0.6387 4.3550 -7.4034
H -1.1141 4.2626 5.7072
H 2.1168 -0.5146 5.4609
H 0.7260 4.1324 4.0435
H 3.9607 4.2225 7.1697
H -1.7135 5.7464 -4.1823
H 1.8572 -6.4529 -4.4223
H 0.3035 -4.2443 -3.1314
H -3.9678 -0.0413 2.1586
H 0.6813 5.3103 -0.3141
H 1.0864 -4.0852 -7.2749
H 2.5514 3.9173 6.2102
H 3.6620 1.7488 -4.4158
H -2.8657 0.0861 5.1909
H 5.3551 1.4778 -4.1875
H 2.2525 -2.7377 3.2214
H -1.1836 -5.3577 -7.0824
H -2.5217 4.1366 -3.9185
H 5.4467 -3.7134 -2.3964
H -8.9035 5.0264 -2.7977
H 0.6622 5.3028 1.3994
H -2.7322 5.5090 -1.9072
H 5.3376 4.2173 3.7622
H -1.8705 5.3599 1.1257
H -0.7897 -6.2471 1.1559
H 4.1621 1.8079 7.5374
H -1.3099 -3.0490 -7.5126
H -1.9770 -3.5287 -1.4860
H -2.7398 -2.3972 2.2264
H -8.1875 3.8515 -3.7969
H -1.0146 -1.0871 3.0595
H -0.8134 -5.0541 3.0333
H 2.1845 3.6901 -4.8742
H 3.8439 8.6826 -0.2698
H 3.6530 -1.1806 -7.8354
H 0.2329 2.5593 3.5470
H 4.7501 0.6744 -6.4878
H 6.8536 4.1596 5.9036
H -8.4378 3.5148 -0.8026
H -5.4897 2.2132 -1.4552
H 0.7899 5.7344 -4.1791
H -3.9576 3.7436 5.4368
H -1.1082 -4.8721 -0.8228
H -7.7782 2.3107 -1.8655
H -0.5778 -3.2292 6.9589
H 0.7446 5.0444 -6.4374
H 3.7954 -3.5662 5.3286
H -5.0640 -2.9590 1.7223
H -4.9073 5.9842 -2.1995
H 1.7986 1.1045 -5.3588
H 2.1214 -1.0392 2.8966
H -0.9903 5.5762 -6.2696
H -4.4794 3.9042 3.7052
H 3.9654 -3.5808 -7.2023
H 1.1447 -0.0463 -6.4769
H 0.3447 2.8565 -5.5360
H 2.1626 8.8600 -0.8559
H -3.5629 5.1116 1.5639
H 2.2572 3.2725 -3.1204
H 5.5279 -0.7730 -1.6111
H -3.1725 6.0054 3.5087
H -5.0007 -7.7330 -1.7500
H 1.6753 -3.3129 7.7805
H 5.6656 5.2290 6.6679
H -0.4156 -5.6247 -3.9316
H 0.4611 -3.9745 2.1923
H 2.8464 1.7903 4.6582
H -0.6231 0.2243 4.2906
H -1.2123 3.2490 2.1710
H -2.5797 5.8373 5.1164
H 3.7293 5.9998 1.8330
H 0.6759 2.8782 5.3040
H 0.4565 -7.2531 -0.8979
H -2.1509 -1.5370 5.2722
H 2.3308 6.5145 -1.5745
H -0.1986 -6.6857 -6.3821
H 3.8947 -6.3700 0.9117
H 0.3086 -8.7697 -0.0660
H -0.5952 -1.9774 8.1472
H 2.2041 -5.4957 3.1179
H 2.4927 -4.8580 -3.8981
H -0.5172 -1.4141 6.6106
H 3.0500 0.7576 -1.4128
H 4.1389 -3.9868 -0.8439
H -5.4123 -3.4191 3.3500
H 0.7934 -1.3732 4.9220
H 3.5599 -1.6922 3.6070
H 2.9996 2.2119 -6.8532
H 1.2519 7.3826 2.9881
H 1.8789 -1.5802 7.8226
H 1.4889 3.2034 0.5479
H -1.8789 -3.7342 0.2792
H -9.7017 3.4810 -2.9566
H -1.3577 3.0395 -5.5134
H -5.3694 2.0281 0.9340
H 2.5755 1.4977 6.8930
H 1.5565 1.9893 -7.8143
H -4.2193 1.5080 4.2557
H -4.6351 5.6772 -0.4532
H 4.7020 0.8735 -0.8085
H -1.8259 2.7277 5.0180
H 3.2985 1.3093 0.1936
H -5.5066 -6.3574 -0.9402
H 4.9775 -2.6236 -6.1701
H 1.7110 -5.9326 -2.7636
H 2.1962 -1.9482 -7.0825
H 0.9901 -6.5370 3.8504
H -4.3641 -4.4106 2.4341
H -0.0343 -2.0138 -6.8785
H -1.1084 -7.8840 -0.4819
H 3.5429 8.6023 -1.9003
H -4.1898 -4.4372 -0.6437
H -2.1434 -7.0312 -3.4707
H -5.4673 0.5219 4.7723
H -0.9068 -2.7133 -4.5153
*
```

**Lowest unoccupied orbital energy (spin up / spin down)**: 0.0985 / 0.0985 hartree
**Frontier orbital gap (spin up / spin down)**: 5.2 / 5.9 eV
**DFT total energy**: -6621.3540 hartree


The following is a DFT calculation (ωB97M-V/def2-TZVPD) of a structure of composition C30H45CeClO2P2 at a distorted geometry.

```
! wB97M-V def2-TZVPD RIJCOSX def2/J DEFGRID3
* xyz 2 1
Ce -0.2849 1.1386 -1.9677
Cl -0.4040 6.2692 5.9285
P -2.9413 -2.4579 -0.6332
P 2.8046 -0.1601 -1.3267
O -0.6518 2.6882 0.0067
O 1.2670 1.9429 0.9677
C -0.9193 -2.4295 2.5751
C -1.7541 0.4253 -3.8620
C -1.3249 -0.5597 -4.9515
C 1.0260 4.8835 4.0976
C -0.2279 5.1114 4.6786
C 2.7451 -1.6953 2.3766
C -1.2056 3.5366 3.0833
C -2.8662 -3.3695 -2.2460
C 0.5766 -1.0049 3.6132
C 0.1979 2.6218 0.9916
C 0.6884 -0.3853 -3.4631
C 1.2795 -1.7222 2.6003
C 1.7020 0.6446 -3.2310
C -2.1460 -3.2436 2.3668
C 0.3603 -2.6056 1.9630
C -4.5176 -1.5072 -0.8299
C -1.8673 -0.8031 4.3799
C 4.1099 -1.2902 -1.9067
C 1.1287 4.0404 2.9698
C 0.2158 -0.6345 -4.8819
C -1.6708 -1.2302 -0.9362
C -1.3222 4.3494 4.2412
C 3.8529 1.2555 -0.6737
C 1.1515 -0.0352 4.5787
C 0.0108 3.4245 2.3640
C -0.0142 2.3062 -4.4492
C 1.3593 2.0624 -3.7569
C -1.2675 1.7521 -3.8613
C 0.7022 -3.4910 0.8280
C -0.7866 -1.3818 3.5461
H -1.7721 -1.5594 -4.8669
H 0.9322 1.0094 4.3036
H -0.6447 -1.6539 -1.0750
H -4.6991 -0.8689 0.0485
H 3.6503 2.2107 -1.1915
H -2.0756 0.2411 4.1009
H -1.9144 2.5205 -3.4334
H -3.8100 -3.3092 -2.8043
H 0.6104 0.1258 -5.5731
H 2.2418 -0.1324 4.6083
H 3.6595 1.4413 0.3974
H -4.4481 -0.8904 -1.7397
H 1.8875 5.3972 4.5204
H 0.6792 -1.5577 -5.2658
H 1.3051 -2.9575 0.0833
H -2.2219 -4.1334 3.0246
H -0.1897 -3.8371 0.3021
H 0.7542 -0.2176 5.5893
H 2.9766 -1.8316 1.3087
H -2.6813 -4.4353 -2.0903
H -1.5927 -0.8063 5.4447
H -2.8078 -1.3461 4.2440
H -2.2202 -3.6069 1.3248
H 0.4478 -1.1660 -2.6734
H 4.9468 -1.2981 -1.1852
H -0.1583 3.3956 -4.5011
H 3.8296 -2.3418 -2.0813
H 4.8983 0.9452 -0.8028
H -1.6032 -0.2195 -5.9669
H -2.0640 -2.9394 -2.8607
H 0.0755 2.0313 -5.5060
H -3.0441 -2.6339 2.5326
H -2.2647 4.4354 4.7961
H 2.0405 2.2353 -4.6052
H 1.5661 2.8748 -3.0268
H -5.3625 -2.2177 -0.8799
H 3.1628 -0.7163 2.6601
H 2.7231 0.4372 -3.5970
H 1.2746 -4.3698 1.1415
H 4.4422 -0.8800 -2.8694
H 2.1237 3.8720 2.5633
H -2.7937 0.4047 -3.5124
H -2.0609 -0.5960 -1.7709
H 3.2872 -2.4789 2.9480
H -2.0926 2.9777 2.7567
*
```

**Lowest unoccupied orbital energy (spin up / spin down)**: -0.3014 / -0.3015 hartree
**Frontier orbital gap (spin up / spin down)**: 4.4 / 4.5 eV
**Energy above the lowest of the compared OMol25 structures with the same formula, charge and spin**: 9.2900 eV
**DFT total energy**: -2937.7069 hartree


The following is a DFT calculation (ωB97M-V/def2-TZVPD) of a cluster of 2 separate species, C5H8N4 in total at a distorted geometry.

```
! wB97M-V def2-TZVPD RIJCOSX def2/J DEFGRID3
* xyz 0 1
N -0.6036 -1.5512 0.9420
N -0.2167 -0.5851 -0.9982
N 0.3095 -0.8915 0.2524
N -1.5184 -0.9829 -1.0113
C -1.6736 -1.5792 0.1347
C 1.5358 -0.6350 0.6111
C -2.3587 1.6224 0.4962
C -1.4456 2.3177 0.1688
C 2.4474 0.1231 -0.2814
H 1.8272 -0.9789 1.5836
H -2.5816 -2.0619 0.4256
H -0.6419 2.9362 -0.1062
H 2.0564 1.1209 -0.5077
H 3.4158 0.2430 0.1965
H -3.1652 1.0102 0.7732
H 0.0217 0.2873 -1.4478
H 2.5915 -0.3953 -1.2316
*
```

**Lowest unoccupied orbital energy**: 0.0299 hartree
**Frontier orbital gap**: 8.0 eV
**Energy above the lowest of the compared OMol25 structures with the same formula, charge and spin**: 4.8866 eV
**DFT total energy**: -414.1526 hartree


The following is a DFT calculation (ωB97M-V/def2-TZVPD) of a structure of composition C20H23IN2OPSSr at a distorted geometry.

```
! wB97M-V def2-TZVPD RIJCOSX def2/J DEFGRID3
* xyz 1 1
I -0.4690 1.2084 -5.6451
Sr 0.5142 0.3549 -2.2266
S 3.8332 1.0738 -0.8838
P -0.9625 -0.4229 0.2063
O 2.6319 0.1822 -1.3297
N -1.5255 1.1247 0.8228
N -0.6448 2.4997 -0.8295
C 1.1794 -1.1251 3.6204
C 5.1324 0.4120 -2.0017
C -2.9490 -1.5199 -1.4409
C 0.7931 -2.4185 3.9630
C 0.6543 -0.5168 2.4776
C -0.4345 -2.5955 1.9001
C -4.4450 -2.4514 0.7163
C -0.4502 3.7164 -1.3566
C -3.2555 -1.7937 0.9630
C -0.7956 4.7073 0.8124
C -4.8595 -2.7259 -0.5907
C -4.1091 -2.2184 -1.6712
C 4.3699 0.0158 0.5153
C 1.1199 -0.0378 -4.8004
C 0.0331 -3.1601 3.0585
C -1.0917 2.3275 0.3949
C -0.5007 4.8658 -0.5639
C -1.1214 3.4557 1.3193
C -2.5075 -1.2586 -0.1199
C -0.2726 -1.2407 1.6568
H 0.8285 -0.9689 -5.2267
H -0.1748 5.8049 -1.0184
H -0.9392 -3.2230 1.1837
H -5.0184 -2.7337 1.5800
H 4.4579 -1.0218 0.1086
H -0.7616 5.5647 1.4777
H -2.0103 1.1145 1.7307
H -0.2627 3.7107 -2.4111
H 4.5669 -0.0711 -2.7866
H -1.2443 3.3224 2.3986
H 1.0710 -2.8217 4.9013
H -4.3731 -2.4450 -2.6940
H 5.8621 -0.2045 -1.5042
H 5.5950 1.3200 -2.3385
H -2.8852 -1.7062 1.9864
H 0.9441 0.5074 2.2481
H 5.3355 0.3595 0.9683
H -2.4166 -1.1774 -2.3505
H 1.8223 -0.5050 4.2193
H -0.1823 -4.2077 3.2979
H -5.6661 -3.4367 -0.7142
H 3.5296 0.0839 1.1866
H 2.0545 0.2758 -5.2098
*
```

**Lowest unoccupied orbital energy**: -0.0910 hartree
**Frontier orbital gap**: 7.0 eV
**Energy above the lowest of the compared OMol25 structures with the same formula, charge and spin**: 0.0000 eV
**DFT total energy**: -2028.4006 hartree


Question: Which formula does entry 4 have?
Answer: C20H23IN2OPSSr


Question: Look up the DFT total energy of the third one.
Answer: -414.1526 hartree


Question: Among the records above, which one has the lowest DFT total energy?
Answer: C72H180CrCsLiN12O12PS2


Question: Among the records above, which one has the highest DFT total energy?
Answer: C5H8N4